# C53H48ClCsN9O4P2S

A molecular structure, C53H48ClCsN9O4P2S at a distorted geometry (the ωB97M-V functional and the def2-TZVPD basis, the OMol25 dataset).

CARTESIAN COORDINATES (ANGSTROEM)
Cs  -0.3715  0.6727  -1.4615
Cl  0.7310  -8.0360  -2.0710
C  0.6091  -6.1847  -1.8570
C  0.9428  -5.8737  -0.5095
C  0.7693  -4.5146  -0.2487
C  0.3612  -3.4222  -1.1505
O  0.3143  -2.2552  -0.9267
C  0.0178  -3.9820  -2.4958
C  -0.3496  -3.2421  -3.5960
N  -0.6324  -1.8946  -3.7363
C  -0.7781  -1.5257  -5.0623
C  -0.1847  -2.1270  -6.1914
C  -0.6777  -1.9764  -7.4753
C  -1.6133  -0.9127  -7.7495
C  -2.0904  -0.2925  -6.6161
C  -3.2184  0.6742  -6.6121
C  -3.4773  1.4566  -5.5426
C  -2.6492  1.4419  -4.3660
N  -1.7822  0.4341  -4.2214
C  -1.6097  -0.3879  -5.2293
C  0.2426  -5.3919  -2.7839
H  1.1945  -6.5537  0.1606
H  1.2639  -4.2140  0.7686
H  -0.2874  -3.7809  -4.6419
H  0.5425  -2.7800  -6.2286
H  -0.2300  -2.6066  -8.4523
H  -1.9294  -0.1973  -8.7828
H  -4.1735  0.4877  -7.5683
H  -4.3076  2.1241  -5.6056
H  -2.7595  2.3023  -3.7111
H  -0.0697  -5.6694  -4.0859
C  0.6245  -2.6378  3.1960
C  1.7763  -1.8801  2.3327
P  2.4742  -0.0945  2.5898
C  3.5493  -0.2550  4.1986
C  2.8851  -0.2647  5.3968
C  3.5832  -0.0710  6.5263
C  4.9141  0.1689  6.4425
C  5.6849  0.0216  5.3160
C  4.9953  -0.2130  4.1609
C  3.8061  -0.1374  1.3157
C  4.5750  -1.1916  0.9835
C  5.3156  -1.1710  -0.2166
C  5.3104  -0.1052  -1.0334
C  4.6053  1.0479  -0.8149
C  3.8328  1.0109  0.3311
P  -0.9814  -1.5927  2.7375
C  -1.9125  -2.7043  1.7335
C  -2.0662  -4.0711  1.9092
C  -2.6400  -4.8236  0.9777
C  -3.2155  -4.4045  -0.2194
C  -3.2342  -3.0202  -0.5272
C  -2.6789  -2.1920  0.4936
C  -1.9123  -1.6449  4.3935
C  -1.2815  -1.1829  5.5213
C  -1.8457  -1.2718  6.7858
C  -3.0235  -1.8663  7.0007
C  -3.7314  -2.3351  5.7893
C  -3.2483  -2.1600  4.5233
H  1.0415  -2.7091  4.0769
H  0.2702  -3.5192  2.8610
H  1.7067  -1.8263  1.3541
H  2.6656  -2.9032  2.6405
H  1.8383  -0.3930  5.4337
H  3.1649  -0.1273  7.5738
H  5.5332  0.5371  7.3456
H  6.7097  0.0891  5.2497
H  5.5247  -0.3185  3.2194
H  4.5694  -1.8593  1.8229
H  5.9272  -2.0404  -0.6035
H  5.7867  -0.0369  -1.9265
H  4.7162  1.8740  -1.5535
H  3.2250  1.8282  0.5843
H  -1.5682  -4.9426  2.6720
H  -2.7163  -6.0751  0.9802
H  -3.6511  -5.0282  -1.0356
H  -3.5866  -2.1759  -1.4355
H  -2.3012  -0.9549  0.5339
H  -0.2281  -0.8524  5.2996
H  -1.1611  -0.9022  7.5521
H  -3.4116  -2.0284  8.0384
H  -4.7352  -2.9003  6.0392
H  -3.7066  -2.7003  3.6687
O  1.2612  3.0240  -1.7005
N  2.1468  2.9469  -2.6182
C  2.1869  1.9183  -3.5474
C  3.1222  1.9604  -4.5380
C  4.1281  2.9177  -4.4866
C  4.0901  3.9477  -3.6219
C  3.0478  4.0325  -2.6744
S  2.9853  5.2581  -1.5467
H  1.2660  1.3095  -3.5452
H  3.2150  1.1229  -5.2773
H  5.0978  2.8556  -5.3451
H  4.7485  4.7263  -3.5284
N  -4.6880  3.7201  1.1502
C  -5.7879  3.4495  1.8801
C  -6.2117  4.6886  2.2455
N  -5.3958  5.6638  1.7803
C  -4.5118  5.0698  1.0583
C  -3.4385  5.7376  0.3238
N  -3.5527  6.9464  -0.2052
C  -2.3172  7.1730  -0.6734
C  -1.4592  6.1502  -0.3869
N  -2.1941  5.1872  0.2310
H  -4.0856  2.9931  0.7304
H  -6.3789  2.5237  2.0687
H  -7.1981  4.8774  3.0020
H  -2.0960  8.1462  -1.2224
H  -0.3828  6.1430  -0.7282
H  -1.7994  4.3984  0.6058
O  -3.0158  0.9097  -0.0333
O  -2.8578  2.1753  -0.2696
N  0.1350  3.7912  1.0937
N  1.1041  4.6858  1.6465
H  0.3154  2.8170  1.3621
H  0.2785  3.7672  0.0663
H  0.7079  5.5653  1.4325
H  1.9631  4.6345  1.0866

Atomic forces in eV per Å
Cs -0.562 -0.430 0.529
Cl -0.103 1.084 -0.473
C 1.583 -5.981 3.278
C -2.554 6.360 -4.229
C 2.510 -0.464 3.410
C -0.395 -4.543 -2.622
O 0.178 3.180 1.549
C 0.668 -1.193 0.894
C -0.061 3.591 -3.416
N 1.293 -3.763 0.219
C 0.616 -0.076 1.290
C -3.974 2.030 -0.451
C -0.299 1.718 -4.474
C 0.327 0.196 -1.907
C -2.446 3.730 2.727
C -1.672 -2.495 -3.176
C 0.311 0.286 0.306
C 0.246 -1.206 -1.858
N -1.766 3.056 1.392
C 0.884 -2.407 -4.161
C -2.814 3.262 -6.628
H 1.320 -2.816 2.843
H -1.417 -0.146 -1.700
H -0.474 0.476 2.117
H 3.702 -3.413 1.130
H -0.990 1.775 3.004
H 0.964 -3.216 2.732
H 3.357 1.051 2.856
H -0.457 0.398 0.212
H 0.359 -0.610 0.652
H 1.186 0.364 4.575
C -1.534 6.211 -5.415
C 3.026 -4.264 6.484
P 0.784 -1.214 1.613
C 1.030 -0.060 -2.632
C -0.446 -0.251 -1.165
C 0.078 0.043 3.469
C 3.628 1.125 3.080
C -2.479 -0.242 -0.797
C -2.251 -0.100 -0.911
C -1.180 3.788 -3.176
C 0.750 -0.257 0.171
C 1.081 -2.825 0.457
C -0.719 0.866 0.255
C -0.841 0.497 1.274
C -0.192 -1.453 1.732
P 0.713 1.058 2.307
C -3.078 -1.052 -3.188
C 2.883 -2.345 3.241
C -2.778 -5.934 -3.819
C -0.783 1.863 -2.047
C 0.320 4.297 0.758
C 4.470 2.362 2.989
C -1.165 -0.490 -1.061
C 1.387 0.092 -1.747
C 2.696 1.056 0.407
C -2.563 -1.334 -1.244
C -1.829 -0.527 3.459
C 1.352 -0.996 -0.370
H 1.157 -0.094 5.120
H -0.072 -3.298 -1.557
H -0.986 -0.550 -4.990
H -1.704 3.402 -1.412
H -1.082 -0.049 -0.071
H 0.060 0.316 -1.461
H -1.395 -0.924 -1.026
H 2.148 0.339 0.406
H -0.208 0.118 0.054
H 0.580 -1.506 -0.543
H -0.802 0.814 1.006
H 1.937 -0.829 -2.509
H -0.578 -0.469 0.974
H -0.847 1.140 0.223
H -0.936 3.470 -1.166
H 0.549 3.511 0.726
H 0.599 -0.128 1.216
H 0.713 -3.659 2.174
H -2.159 -3.484 -1.203
H -1.143 -0.017 0.963
H -0.616 -0.146 0.374
H 0.182 0.140 -1.269
H 2.008 1.197 -0.971
H 0.097 0.845 0.592
O -0.963 -0.842 0.378
N 1.156 0.905 -0.976
C -1.422 1.611 0.638
C 0.884 -2.002 -0.887
C 3.451 -0.415 -3.768
C -1.980 -1.153 0.730
C 0.051 -1.330 0.059
S -0.193 0.666 0.536
H 1.052 0.081 -0.061
H -0.418 0.948 0.789
H -3.076 0.161 2.647
H 1.822 1.568 -0.250
N 1.217 -1.577 -1.318
C -1.494 0.218 0.664
C -3.561 0.707 3.092
N -1.716 1.643 0.711
C 0.649 -1.377 0.096
C -0.806 -0.755 0.819
N -0.421 -1.312 0.458
C 1.202 2.319 -1.185
C 2.114 0.872 -1.523
N -1.383 3.702 -1.548
H 0.281 0.210 -0.536
H 1.435 0.584 -0.458
H 3.013 -0.258 -2.383
H -0.121 -1.574 0.847
H -1.399 -0.669 0.750
H 0.941 -2.633 1.346
O -0.215 -1.168 0.259
O 0.330 1.166 -0.233
N -0.115 -1.083 -1.349
N 0.746 -1.039 0.177
H 0.115 0.634 0.409
H -0.063 0.005 0.537
H -0.234 1.297 0.048
H -0.262 0.036 0.089

## Properties
Total charge = -2
Spin multiplicity = 2
HOMO level (alpha / beta) = -2.74 / -2.24 eV
Expectation value of S² = 0.755

# C53H48NO2P2PtS5

A molecular structure, C53H48NO2P2PtS5 (the ωB97M-V functional and the def2-TZVPD basis, the OMol25 dataset).

CARTESIAN COORDINATES (ANGSTROEM)
Pt  0.4877  1.1158  -0.4398
C  -1.6423  -6.4044  2.8643
S  -2.2943  -5.2045  4.0416
C  -2.8681  -3.9369  2.8913
C  -1.7428  -3.1154  2.2766
C  -2.2871  -2.1539  1.2243
N  -1.4341  -0.9648  0.9887
P  -0.8375  -0.6425  -0.5343
C  -0.1510  -2.2344  -1.0654
C  -0.3806  -2.7433  -2.3443
C  0.0912  -4.0009  -2.6867
C  0.7872  -4.7629  -1.7585
C  1.0334  -4.2577  -0.4900
C  0.5725  -2.9956  -0.1482
C  -2.1614  -0.3044  -1.7140
C  -1.8378  0.2840  -2.9362
C  -2.8166  0.4814  -3.8946
C  -4.1250  0.0923  -3.6381
C  -4.4568  -0.4701  -2.4153
C  -3.4796  -0.6631  -1.4502
P  -1.6572  0.5011  1.9959
C  -2.5968  -0.1776  3.4101
C  -2.0446  -0.7304  4.5649
C  -2.8649  -1.2055  5.5766
C  -4.2464  -1.1299  5.4509
C  -4.8087  -0.5601  4.3179
C  -3.9858  -0.0777  3.3101
C  0.0352  0.6614  2.6859
C  0.8883  -0.4200  2.9117
C  2.1847  -0.2161  3.3568
C  2.6427  1.0761  3.5895
C  1.7972  2.1560  3.3863
C  0.5008  1.9509  2.9303
H  -1.2836  -7.2544  3.4414
H  -0.8096  -6.0001  2.2891
H  -2.4261  -6.7465  2.1890
H  -3.5233  -3.2845  3.4739
H  -3.4825  -4.4123  2.1213
H  -0.9934  -3.7732  1.8365
H  -1.2566  -2.5534  3.0730
H  -3.2706  -1.8050  1.5516
H  -2.4493  -2.6802  0.2810
H  -0.9452  -2.1707  -3.0678
H  -0.0983  -4.3915  -3.6777
H  1.1377  -5.7517  -2.0252
H  1.5774  -4.8475  0.2375
H  0.7585  -2.6045  0.8422
H  -0.8190  0.6017  -3.1290
H  -2.5637  0.9518  -4.8355
H  -4.8904  0.2494  -4.3867
H  -5.4806  -0.7518  -2.2064
H  -3.7556  -1.0835  -0.4931
H  -0.9700  -0.7862  4.6847
H  -2.4244  -1.6349  6.4669
H  -4.8822  -1.5026  6.2432
H  -5.8836  -0.4783  4.2243
H  -4.4247  0.3918  2.4358
H  0.5270  -1.4247  2.7353
H  2.8385  -1.0616  3.5354
H  3.6562  1.2370  3.9336
H  2.1501  3.1627  3.5706
H  -0.1434  2.7991  2.7276
O  -0.2603  2.8217  0.0052
C  -0.6975  3.9035  -0.7972
C  -0.6702  5.1153  0.1218
C  0.2112  5.3428  1.1350
C  0.0131  6.6035  1.7612
C  -1.0115  7.3018  1.2005
S  -1.7483  6.4355  -0.0757
C  0.2670  4.1325  -1.9500
C  0.9485  5.2633  -2.2734
C  1.7775  5.1129  -3.4237
C  1.7104  3.8655  -3.9524
S  0.6225  2.8693  -3.0762
C  -2.1001  3.6965  -1.3166
C  -2.6292  4.1484  -2.4891
C  -4.0400  3.9875  -2.5525
C  -4.5417  3.4181  -1.4240
S  -3.3197  3.0711  -0.2800
H  0.9748  4.6302  1.4113
H  0.6020  6.9706  2.5890
H  -1.3835  8.2747  1.4780
H  0.8693  6.1778  -1.7037
H  2.3969  5.9008  -3.8264
H  2.2315  3.4762  -4.8122
H  -2.0344  4.6092  -3.2655
H  -4.6457  4.2818  -3.3973
H  -5.5678  3.1631  -1.2120
O  2.2937  0.1750  -0.6492
S  3.0317  -1.1659  -0.5932
C  4.6897  -0.6399  -0.2305
C  5.1266  0.6229  -0.6001
C  6.4311  0.9796  -0.3003
C  7.2728  0.0824  0.3469
C  6.8160  -1.1758  0.7118
C  5.5081  -1.5428  0.4302
C  3.1883  -1.6202  -2.3110
C  2.7668  -0.7361  -3.2920
C  2.8857  -1.1179  -4.6201
C  3.4245  -2.3555  -4.9468
C  3.8434  -3.2261  -3.9497
C  3.7174  -2.8640  -2.6176
H  4.4563  1.3113  -1.0972
H  6.7929  1.9615  -0.5739
H  8.2902  0.3706  0.5749
H  7.4705  -1.8659  1.2264
H  5.1307  -2.5130  0.7312
H  2.3486  0.2242  -3.0171
H  2.5612  -0.4446  -5.4025
H  3.5177  -2.6437  -5.9854
H  4.2609  -4.1897  -4.2090
H  4.0293  -3.5408  -1.8307

Atomic forces in eV per Å
Pt 0.527 -0.281 0.043
C -0.006 0.007 0.007
S 0.001 0.016 -0.001
C 0.007 -0.007 0.018
C -0.009 0.015 0.001
C 0.003 0.006 0.061
N -0.069 0.042 -0.040
P -0.352 0.286 0.065
C 0.071 0.046 0.005
C 0.023 0.022 -0.019
C 0.015 0.010 -0.021
C 0.036 -0.005 -0.026
C 0.004 0.017 0.004
C -0.025 -0.033 0.006
C 0.043 0.035 -0.040
C 0.040 -0.010 0.036
C -0.050 0.009 -0.010
C 0.006 0.070 -0.021
C -0.012 0.017 0.036
C -0.038 -0.012 0.029
P 0.230 0.113 0.134
C -0.059 -0.030 -0.040
C -0.012 0.061 0.041
C -0.012 0.001 0.016
C 0.006 0.000 0.005
C 0.005 -0.001 -0.008
C -0.012 -0.001 0.036
C -0.011 -0.111 0.004
C 0.001 0.058 -0.024
C 0.012 0.005 -0.003
C 0.005 -0.004 0.000
C -0.019 0.002 -0.002
C -0.020 0.028 -0.016
H 0.004 -0.001 -0.004
H 0.001 -0.006 0.004
H 0.002 -0.002 0.000
H -0.002 0.003 -0.020
H 0.002 -0.004 0.000
H 0.019 -0.014 -0.036
H 0.009 -0.058 -0.037
H -0.005 -0.059 -0.056
H 0.089 -0.020 -0.002
H -0.009 0.004 0.007
H -0.003 -0.002 0.002
H -0.001 0.002 0.001
H -0.003 0.000 -0.004
H -0.011 0.020 0.047
H -0.074 -0.064 0.010
H 0.011 -0.003 -0.006
H -0.002 -0.007 0.004
H 0.004 0.004 0.000
H -0.006 0.018 -0.030
H -0.011 0.009 -0.011
H -0.002 -0.002 0.001
H -0.002 0.001 0.000
H -0.002 -0.004 0.003
H 0.003 0.007 -0.009
H 0.044 -0.048 -0.024
H -0.015 -0.002 -0.006
H -0.002 0.002 0.003
H -0.001 0.005 0.004
H -0.002 -0.015 0.003
O -0.592 0.020 0.295
C 0.192 -0.023 -0.226
C 0.046 -0.037 -0.006
C 0.016 0.010 -0.009
C 0.003 -0.002 0.004
C -0.008 -0.007 -0.007
S -0.011 -0.005 -0.008
C -0.066 0.039 -0.034
C 0.041 -0.012 -0.008
C 0.024 -0.003 0.015
C -0.019 0.022 -0.008
S 0.106 0.097 -0.052
C -0.031 -0.033 0.034
C 0.011 0.020 0.014
C -0.016 -0.039 -0.035
C -0.019 -0.049 -0.028
S -0.010 -0.057 -0.003
H 0.009 0.001 0.004
H -0.001 0.000 0.001
H 0.004 0.000 0.003
H -0.011 -0.002 0.006
H 0.002 -0.001 -0.003
H -0.004 0.005 -0.008
H 0.007 -0.001 0.001
H 0.000 -0.007 0.005
H -0.004 0.000 -0.008
O 0.036 -0.152 -0.064
S -0.008 0.180 -0.012
C -0.021 -0.069 0.000
C 0.047 0.003 -0.010
C -0.023 0.023 -0.025
C -0.007 -0.033 0.015
C 0.027 0.026 -0.008
C -0.023 -0.001 0.021
C -0.002 0.024 -0.004
C -0.038 -0.016 0.025
C 0.020 -0.021 -0.018
C -0.021 0.021 -0.013
C -0.014 -0.012 0.017
C -0.005 -0.026 0.013
H -0.003 -0.007 0.000
H 0.004 -0.002 0.001
H 0.000 0.001 0.001
H 0.002 0.000 -0.001
H -0.007 0.006 -0.002
H 0.002 -0.008 0.004
H -0.001 -0.003 0.002
H 0.002 -0.002 0.003
H 0.001 0.001 0.004
H -0.001 -0.007 -0.002

## Properties
Total charge = +1
HOMO level = -10.25 eV